(1)
This record from the OMol25 dataset describes C38H40BeIN2O2PS as an isolated structure. The level of theory is the ωB97M-V functional and the def2-TZVPD basis.

Each line ends with the Mulliken charge.
CARTESIAN COORDINATES (ANGSTROEM)
1 Be -0.9655 -0.8265 0.7001  -0.40
2 O 1.5849 0.0576 0.1456  -0.62
3 C 0.6507 0.7179 -0.3440  0.85
4 O -0.6032 0.3147 -0.2874  0.16
5 C 1.0035 2.0014 -1.1824  -0.10
6 C 2.3529 2.1630 -1.5224  -0.76
7 C 2.9078 3.3634 -1.9288  -0.72
8 C 2.0900 4.5044 -1.9450  -0.99
9 C 0.7975 4.3561 -1.5316  0.29
10 C 0.2028 3.1248 -1.1320  0.70
11 P -1.5740 3.2135 -0.8310  0.17
12 C -2.1390 3.8559 -2.4218  0.21
13 C -2.8009 2.9050 -3.2697  -0.70
14 C -3.0709 3.2672 -4.6038  -0.31
15 C -2.6867 4.4967 -5.0950  -0.44
16 C -1.9955 5.3931 -4.3126  -0.80
17 C -1.9167 5.1296 -2.9124  -0.21
18 C -1.8304 4.5883 0.2924  0.72
19 C -2.9817 5.3585 0.3050  -0.64
20 C -3.1055 6.4125 1.1684  -0.37
21 C -2.0417 6.7764 1.9980  -0.53
22 C -0.9084 6.0408 2.0169  -0.76
23 C -0.7668 4.9086 1.1443  -0.47
24 H 2.9384 1.2569 -1.3766  0.46
25 H 3.9601 3.5160 -2.1700  0.37
26 H 2.4530 5.4162 -2.3588  0.47
27 H 0.2197 5.3072 -1.4718  0.00
28 H -2.9090 1.8864 -2.9347  0.42
29 H -3.5318 2.5120 -5.2430  0.37
30 H -3.0082 4.7798 -6.1137  0.32
31 H -1.4422 6.1120 -4.8279  0.42
32 H -1.4940 5.8717 -2.2165  0.48
33 H -3.7869 5.2047 -0.4354  0.35
34 H -4.0871 6.9737 1.2046  0.30
35 H -2.1049 7.6714 2.5629  0.42
36 H -0.0830 6.1852 2.6827  0.41
37 H 0.1868 4.3891 0.9576  0.40
38 I -3.5924 -1.4226 0.0691  0.08
39 C -3.7088 -0.6069 2.0076  -0.15
40 C -4.9836 -0.3208 2.5113  -0.57
41 C -5.1911 -0.2202 3.8918  -0.58
42 C -4.1210 -0.1626 4.7729  -0.74
43 C -2.7625 -0.2891 4.2633  0.69
44 C -1.6578 -0.2833 5.1662  -0.89
45 C -0.3741 -0.3520 4.6188  -0.88
46 C -0.2067 -0.4226 3.2303  0.26
47 C -1.2460 -0.4891 2.3567  0.70
48 C -2.5737 -0.4780 2.8410  0.27
49 H -5.7718 -0.2852 1.7442  0.36
50 H -6.2012 -0.1531 4.3140  0.35
51 H -4.2685 -0.0456 5.8297  0.40
52 H -1.7238 -0.0248 6.2442  0.28
53 H 0.5223 -0.3530 5.2745  0.34
54 H 0.8541 -0.3534 2.8480  0.42
55 C 1.1401 -5.5185 -3.9670  -1.25
56 C 0.2343 -5.1000 -2.8130  -0.28
57 C -0.1297 -3.5786 -2.7301  -0.48
58 C 0.9766 -2.6705 -2.2152  -0.70
59 N 1.6813 -3.1575 -1.0181  0.04
60 C 1.1773 -3.0872 0.2179  0.41
61 S -0.5427 -2.8529 0.4922  -0.56
62 N 2.0338 -3.2413 1.2376  0.06
63 C 3.4926 -3.5027 1.2878  -0.94
64 C 3.8687 -4.8664 1.7688  -0.31
65 C 5.3417 -5.3834 1.5755  -0.44
66 C 5.6446 -6.6758 2.3155  -1.14
67 H 1.1329 -6.6190 -4.0734  0.37
68 H 2.2049 -5.2217 -3.8855  0.27
69 H 0.7489 -5.1102 -4.8528  0.33
70 H 0.7657 -5.2588 -1.8798  0.15
71 H -0.7210 -5.6708 -2.8484  0.36
72 H -0.9871 -3.4596 -2.0416  0.08
73 H -0.4790 -3.1713 -3.7044  0.53
74 H 0.5422 -1.7602 -1.8423  -0.12
75 H 1.7133 -2.4945 -2.9973  0.59
76 H 2.6223 -3.5398 -1.1333  0.21
77 H 1.5938 -3.1047 2.1870  0.30
78 H 3.9008 -2.7268 1.9929  0.33
79 H 3.8811 -3.3143 0.2789  0.27
80 H 3.1626 -5.5668 1.2639  0.20
81 H 3.5606 -4.9597 2.8644  0.30
82 H 6.0119 -4.5768 1.8117  0.39
83 H 5.6271 -5.5973 0.5292  0.29
84 H 5.0654 -6.8199 3.2474  0.32
85 H 6.7269 -6.7515 2.5677  0.32
86 H 5.5007 -7.5848 1.6701  0.28

Atoms 1-2, force components in eV/Å:
Be 0.481 0.687 0.020
O -1.015 0.922 -0.353

* Kohn-Sham gap: 7.623 eV
* HOMO energy: -0.2697 Ha

***

(2)
This record from the OMol25 dataset describes C38H40Br2N6O2S2V as an isolated structure. The level of theory is the ωB97M-V functional and the def2-TZVPD basis.

Each line ends with the Löwdin spin population.
CARTESIAN COORDINATES (ANGSTROEM)
1 V -0.6017 -1.3243 -0.0227  1.15
2 C 3.0030 2.6291 4.3619  0.00
3 C 3.3128 1.3081 3.6423  0.00
4 C 3.6597 1.5598 2.1814  0.00
5 C 4.5046 0.5844 4.3030  0.00
6 C 2.0916 0.4064 3.7335  0.00
7 C 1.6124 0.0422 5.0237  0.00
8 C 0.4795 -0.7655 5.2022  0.00
9 C -0.2101 -1.2315 4.0993  0.00
10 S -1.6328 -2.2604 4.0100  0.00
11 C -1.5811 -2.2097 2.3081  0.01
12 N -0.6259 -1.3340 1.8432  0.00
13 C 0.2356 -0.8370 2.8356  0.01
14 C 1.4296 -0.0996 2.6309  0.00
15 C -2.3064 -3.0077 1.3211  0.00
16 C -3.4191 -3.7773 1.6920  0.00
17 C -4.1406 -4.4406 0.7160  0.00
18 C -3.7352 -4.3633 -0.6192  0.00
19 C -2.6179 -3.5984 -0.9796  -0.01
20 C -1.9227 -2.8826 -0.0375  -0.04
21 H 3.7996 3.3587 4.1827  0.00
22 H 2.8897 2.4575 5.4382  0.00
23 H 2.0602 3.0767 4.0245  0.00
24 H 4.5084 2.2559 2.0747  0.00
25 H 2.7986 1.9591 1.6023  0.00
26 H 3.9610 0.6174 1.7088  0.00
27 H 5.4306 1.1535 4.2124  0.00
28 H 4.6814 -0.3956 3.8089  0.00
29 H 4.2922 0.3734 5.3553  0.00
30 H 2.1270 0.4109 5.8867  0.00
31 H 0.1767 -1.0444 6.1932  0.00
32 H 1.7558 0.0703 1.6157  0.00
33 H -3.7464 -3.7848 2.7190  0.00
34 H -4.9747 -5.0754 0.9895  0.00
35 H -4.2712 -4.8400 -1.4239  0.00
36 H -2.2734 -3.5371 -1.9935  0.00
37 Br 0.5165 -5.1849 -0.2723  0.00
38 C 2.2624 -4.2927 -0.4448  -0.02
39 C 3.5328 -4.9010 -0.4042  0.00
40 C 4.5992 -4.0347 -0.5139  -0.02
41 Br 6.1891 -4.8367 -0.4671  -0.01
42 C 4.5638 -2.6059 -0.6027  0.00
43 C 5.6764 -1.6770 -0.5365  0.00
44 C 5.4305 -0.3163 -0.7263  0.00
45 C 4.1269 0.1281 -0.9354  0.00
46 N 3.1083 -0.7328 -1.0024  0.00
47 C 3.2234 -2.0608 -0.7680  -0.01
48 C 2.0127 -2.8675 -0.6342  0.01
49 O 0.8627 -2.2690 -0.8763  -0.06
50 H 3.6872 -5.9722 -0.2659  0.00
51 H 6.6831 -2.0113 -0.3118  0.00
52 H 6.2378 0.3964 -0.7394  0.00
53 H 3.9189 1.1700 -1.1210  0.00
54 C -4.7950 2.0507 -1.6732  0.00
55 N -4.0321 0.9185 -0.9676  0.00
56 C -3.8752 1.0190 0.4948  0.00
57 C -3.0148 0.1573 -1.5145  0.00
58 O -2.0153 -0.1779 -0.7231  -0.01
59 N -3.0614 -0.3090 -2.7983  0.00
60 C -1.8195 -0.8957 -3.3599  0.00
61 C -4.3121 -0.5233 -3.6332  0.00
62 H -4.6221 2.9900 -1.1184  0.00
63 H -5.8610 1.8212 -1.6680  0.00
64 H -4.4493 2.1512 -2.7044  0.00
65 H -4.7746 1.4132 0.9748  0.00
66 H -2.9695 1.5908 0.7685  0.00
67 H -3.7275 0.0021 0.8799  0.00
68 H -1.1260 -1.0558 -2.5184  0.00
69 H -1.3614 -0.2045 -4.0774  0.00
70 H -2.0355 -1.8599 -3.8692  0.00
71 H -5.2109 -0.4737 -3.0117  0.00
72 H -4.2197 -1.5142 -4.1153  0.00
73 H -4.3512 0.2570 -4.4081  0.00
74 N 1.3202 0.7317 -2.8597  0.00
75 C 0.5776 1.6158 -2.1655  0.00
76 S 0.3761 1.4073 -0.4815  0.00
77 N 0.0424 2.6406 -2.9057  0.00
78 C -0.8551 3.6833 -2.6120  0.00
79 C -1.3814 4.4015 -3.7132  0.00
80 C -2.3407 5.3783 -3.5394  0.00
81 C -2.8232 5.6697 -2.2612  0.00
82 C -2.2902 4.9720 -1.1719  0.00
83 C -1.2803 4.0183 -1.3341  0.00
84 H 1.8914 0.0487 -2.3454  0.00
85 H 1.5210 0.8547 -3.8408  0.00
86 H 0.2806 2.6326 -3.8968  0.00
87 H -0.9918 4.1695 -4.7065  0.00
88 H -2.7171 5.9339 -4.3806  0.00
89 H -3.5839 6.3995 -2.1004  0.00
90 H -2.6614 5.1587 -0.1745  0.00
91 H -0.8321 3.5408 -0.4864  0.00

Atoms 1-2, force components in eV/Å:
V 1.631 -0.650 -4.306
C -0.169 0.037 0.147

* multiplicity: 2
* Kohn-Sham gap (alpha / beta): 5.168 / 5.670 eV
* HOMO energy (alpha / beta): -0.4567 / -0.4579 Ha
* total charge: +2
* ⟨S²⟩: 0.791

***

Largest force on an atom: 0.0649; 0.0904 (Eh/bohr)
Energy: -2784.0290; -8838.9885 (Ha)